Entry 1:
DFT (wB97M-V/def2-TZVPD) results for H3N4P in the gas phase.

Each line ends with the Mulliken charge.
Positions of all 8 atoms, in Å:
N1 0.950 0.479 -0.327  -0.238
N2 0.364 0.661 -1.397  0.280
N3 0.549 -0.013 0.963  -0.089
N4 -0.723 -0.734 1.016  -0.495
P1 -0.030 1.233 -2.800  -0.230
H1 1.236 -0.566 1.222  0.243
H2 -0.857 -1.049 0.029  0.253
H3 -1.490 -0.012 1.295  0.277

## Properties
Max |F|: 0.1531 Eh/bohr
Energy above the lowest of the compared OMol25 structures with the same formula, charge and spin: 28.4 kJ/mol
LUMO level: -0.6 eV



Entry 2:
DFT (wB97M-V/def2-TZVPD) results for H3NO in the gas phase.

Each line ends with the Mulliken charge.
Positions of all 5 atoms, in Å:
H1 -1.417 0.577 0.186  0.312
H2 1.064 0.723 -0.265  0.248
H3 0.750 -0.654 0.646  0.256
N1 0.517 -0.312 -0.312  -0.423
O1 -0.914 -0.333 -0.255  -0.393

## Properties
Max |F|: 0.0922 Eh/bohr
Energy above the lowest of the compared OMol25 structures with the same formula, charge and spin: 102.5 kJ/mol
SMILES: NO
LUMO level: 0.7 eV



Entry 3:
DFT (wB97M-V/def2-TZVPD) results for H3NO2Si as an isolated structure.

Each line ends with the Mulliken charge.
Positions of all 7 atoms, in Å:
N1 -2.319 1.535 1.571  0.450
O1 -2.628 1.872 2.613  -0.150
O2 -0.739 0.857 1.565  -0.378
Si1 -0.126 0.165 0.228  0.437
H1 -0.353 -1.139 0.548  -0.131
H2 -1.026 0.716 -0.813  -0.125
H3 1.301 0.521 0.162  -0.103

## Properties
Max |F|: 0.0704 Eh/bohr
Energy above the lowest of the compared OMol25 structures with the same formula, charge and spin: 14.0 kJ/mol
LUMO level: -0.9 eV



Entry 4:
DFT (wB97M-V/def2-TZVPD) results for a 2-piece molecular cluster, H3NO3S overall.

Each line ends with the Mulliken charge.
Positions of all 8 atoms, in Å:
N1 -2.593 -1.401 0.446  -0.400
O1 0.898 -0.618 -0.375  -0.359
O2 1.391 -1.719 0.249  -0.334
O3 -1.474 0.700 0.750  -0.507
S1 -1.770 -0.325 -0.245  0.608
H1 1.917 -2.279 -0.379  0.338
H2 -2.649 -2.137 -0.289  0.272
H3 0.627 0.047 0.279  0.382

## Properties
Max |F|: 0.0715 Eh/bohr
Energy above the lowest of the compared OMol25 structures with the same formula, charge and spin: 400.9 kJ/mol
LUMO level: -0.5 eV



Entry 5:
DFT (wB97M-V/def2-TZVPD) results for a 2-piece molecular cluster, H3NO4P overall.

Each line ends with the Mulliken charge.
Positions of all 9 atoms, in Å:
N1 -1.176 0.293 -0.663  -0.624
O1 -1.121 -2.406 -0.530  -0.622
O2 -0.841 -0.816 1.563  -0.655
O3 2.245 -0.759 -1.143  -0.411
O4 1.630 -0.935 0.139  -0.586
P1 -0.804 -1.173 0.147  1.051
H1 -1.135 0.968 0.047  0.285
H2 -0.499 0.330 -1.322  0.275
H3 2.348 -1.635 -1.526  0.286

## Properties
Max |F|: 0.0807 Eh/bohr
Energy above the lowest of the compared OMol25 structures with the same formula, charge and spin: 208.5 kJ/mol
Total charge: -1
LUMO level: 4.2 eV



Entry 6:
DFT (wB97M-V/def2-TZVPD) results for an isolated ion of composition H3NOP and charge -1.

Each line ends with the Mulliken charge.
Positions of all 6 atoms, in Å:
N1 0.016 -0.958 -0.500  -0.396
O1 -0.385 0.151 -1.424  -0.522
P1 -0.200 0.508 0.401  -0.163
H1 -0.926 -1.349 -0.229  0.196
H2 0.859 1.525 0.168  -0.055
H3 0.635 0.123 1.584  -0.061

## Properties
Max |F|: 0.0247 Eh/bohr
Energy above the lowest of the compared OMol25 structures with the same formula, charge and spin: 356.6 kJ/mol
Total charge: -1
LUMO level: 5.3 eV



Entry 7:
DFT (wB97M-V/def2-TZVPD) results for a 2-piece molecular cluster, H3NOP overall.

Each line ends with the Mulliken charge.
Positions of all 6 atoms, in Å:
N1 -0.769 -0.349 -0.101  -0.184
O1 -1.889 0.107 -0.034  -0.559
P1 0.680 0.700 -0.006  -0.122
H1 -0.295 -1.077 1.327  -0.072
H2 0.651 0.975 -1.297  -0.063
H3 1.622 -0.356 0.110  0.000

## Properties
Max |F|: 0.0851 Eh/bohr
Energy above the lowest of the compared OMol25 structures with the same formula, charge and spin: 527.2 kJ/mol
Total charge: -1
LUMO level (spin up / spin down): 5.2 / 5.2 eV



Entry 8:
DFT (wB97M-V/def2-TZVPD) results for a 2-piece molecular cluster, H3NOPS overall.

Each line ends with the Mulliken charge.
Positions of all 7 atoms, in Å:
N1 0.719 -1.790 0.331  -0.188
O1 0.960 -0.686 0.929  -0.363
P1 -1.442 0.670 0.656  -0.199
S1 -1.854 -1.013 -0.329  -0.538
H1 1.228 -1.707 -0.668  0.141
H2 -0.985 1.558 -0.410  -0.034
H3 -0.160 0.179 0.706  0.180

## Properties
Max |F|: 0.0465 Eh/bohr
Energy above the lowest of the compared OMol25 structures with the same formula, charge and spin: 303.8 kJ/mol
Total charge: -1
LUMO level (spin up / spin down): 4.2 / 4.2 eV



Entry 9:
DFT (wB97M-V/def2-TZVPD) results for H3NOSi in the gas phase.

Each line ends with the Mulliken charge.
Positions of all 6 atoms, in Å:
N1 -1.892 -0.036 -0.813  -0.010
O1 -3.112 -0.184 -0.170  -0.264
Si1 -0.286 0.027 -0.062  0.546
H1 -0.302 0.211 1.334  -0.094
H2 -0.113 -1.311 -0.522  -0.081
H3 0.698 0.720 -0.758  -0.098

## Properties
Max |F|: 0.1573 Eh/bohr
Energy above the lowest of the compared OMol25 structures with the same formula, charge and spin: 507.8 kJ/mol
SMILES: O=N[SiH3]
LUMO level (spin up / spin down): -1.2 / -1.2 eV



Entry 10:
DFT (wB97M-V/def2-TZVPD) results for H3NP2 in the gas phase.

Each line ends with the Mulliken charge.
Positions of all 6 atoms, in Å:
N1 2.554 1.659 -1.095  -0.438
P1 -0.587 -0.246 -1.211  -0.090
P2 1.572 0.597 -0.716  0.288
H1 -0.776 -1.288 -0.343  0.077
H2 -1.063 0.841 -0.644  0.072
H3 1.752 -0.435 0.234  0.092

## Properties
Max |F|: 0.0785 Eh/bohr
Energy above the lowest of the compared OMol25 structures with the same formula, charge and spin: 199.0 kJ/mol
SMILES: N#[PH]P
LUMO level: -0.6 eV



Entry 11:
DFT (wB97M-V/def2-TZVPD) results for H3O2PS as an isolated structure.

Each line ends with the Mulliken charge.
Positions of all 7 atoms, in Å:
O1 0.945 -0.947 0.834  -0.424
O2 -1.155 -0.454 -0.598  -0.381
P1 -0.077 0.163 0.378  0.315
S1 1.012 1.897 -1.561  -0.214
H1 1.718 -0.845 0.298  0.357
H2 -1.673 0.152 -0.978  0.313
H3 -0.770 0.035 1.627  0.035

## Properties
Max |F|: 0.1087 Eh/bohr
Energy above the lowest of the compared OMol25 structures with the same formula, charge and spin: 24.9 kJ/mol
Multiplicity: 3
⟨S²⟩: 2.009
LUMO level (spin up / spin down): 0.8 / -1.9 eV



Entry 12:
DFT (wB97M-V/def2-TZVPD) results for H3O2PS2 in the gas phase.

Each line ends with the Mulliken charge.
Positions of all 8 atoms, in Å:
O1 -0.075 -1.479 0.936  -0.446
O2 1.269 0.252 -0.450  -0.519
P1 -0.233 -0.008 0.411  0.647
S1 -0.744 1.276 1.815  -0.350
S2 -1.445 -0.076 -1.301  -0.207
H1 0.432 -1.961 0.179  0.369
H2 1.891 0.879 0.063  0.332
H3 -1.096 1.117 -1.653  0.174

## Properties
Max |F|: 0.0679 Eh/bohr
Energy above the lowest of the compared OMol25 structures with the same formula, charge and spin: 11.3 kJ/mol
SMILES: OP(O)(=S)S
LUMO level: 0.3 eV



Entry 13:
DFT (wB97M-V/def2-TZVPD) results for a 2-piece molecular cluster, H3O3PS overall.

Each line ends with the Mulliken charge.
Positions of all 8 atoms, in Å:
O1 -1.120 0.000 -2.442  -0.459
O2 -1.875 0.448 -0.098  -0.359
O3 0.624 -0.488 1.592  -0.435
P1 -2.418 -0.029 -1.354  0.493
S1 1.848 0.030 0.635  -0.040
H1 -0.380 0.356 -2.022  0.323
H2 2.984 -0.352 1.315  0.134
H3 0.336 0.034 2.372  0.343

## Properties
Max |F|: 0.0816 Eh/bohr
Energy above the lowest of the compared OMol25 structures with the same formula, charge and spin: 309.1 kJ/mol
SMILES: O=PO.OS
LUMO level: -0.2 eV



Entry 14:
DFT (wB97M-V/def2-TZVPD) results for H3O3PS in the gas phase.

Each line ends with the Mulliken charge.
Positions of all 8 atoms, in Å:
O1 -0.021 0.971 1.781  -0.370
O2 -1.757 0.517 0.085  -0.608
O3 1.399 -1.270 -1.384  -0.448
P1 -0.196 -0.165 0.695  0.397
S1 1.251 0.316 -0.866  -0.005
H1 -0.823 1.398 1.552  0.380
H2 -2.047 -0.003 -0.702  0.321
H3 2.195 -1.764 -1.161  0.332

## Properties
Max |F|: 0.0594 Eh/bohr
Energy above the lowest of the compared OMol25 structures with the same formula, charge and spin: 295.7 kJ/mol
SMILES: OSP(O)O
LUMO level: 0.2 eV



Entry 15:
DFT (wB97M-V/def2-TZVPD) results for H3O4PS in the gas phase.

Each line ends with the Mulliken charge.
Positions of all 9 atoms, in Å:
O1 -0.976 -1.359 1.200  -0.573
O2 1.543 1.308 -0.679  -0.473
O3 0.567 -0.908 -0.941  -0.458
O4 -0.911 1.263 -0.510  -0.621
P1 0.277 0.475 -0.250  0.943
S1 0.259 -0.378 1.838  0.008
H1 1.275 2.020 -1.269  0.358
H2 -0.114 -1.565 -0.643  0.424
H3 -1.921 -0.855 1.252  0.392

## Properties
Max |F|: 0.0720 Eh/bohr
Energy above the lowest of the compared OMol25 structures with the same formula, charge and spin: 4.8 kJ/mol
SMILES: O=P(O)(O)SO
LUMO level: -0.1 eV



Entry 16:
DFT (wB97M-V/def2-TZVPD) results for an isolated ion of composition H3O5P2 and charge -1.

Each line ends with the Mulliken charge.
Positions of all 10 atoms, in Å:
O1 0.450 -1.749 1.383  -0.694
O2 2.216 -0.250 0.246  -0.707
O3 -0.807 1.707 0.674  -0.514
O4 -0.016 1.348 -1.610  -0.559
O5 -1.693 -0.365 -0.682  -0.658
P1 -0.540 0.469 -0.330  0.899
P2 0.899 -0.905 0.260  0.589
H1 -1.151 1.354 1.435  0.307
H2 0.896 1.135 -1.863  0.337
H3 0.765 -1.402 -1.042  0.000

## Properties
Max |F|: 0.0734 Eh/bohr
Energy above the lowest of the compared OMol25 structures with the same formula, charge and spin: 59.7 kJ/mol
SMILES: O=[P@H]([O-])P(=O)(O)O
Total charge: -1
LUMO level: 3.7 eV



Entry 17:
DFT (wB97M-V/def2-TZVPD) results for a 2-piece molecular cluster, H3OPS overall.

Each line ends with the Mulliken charge.
Positions of all 6 atoms, in Å:
O1 -0.655 0.986 -0.003  -0.395
P1 0.426 -1.324 0.441  0.018
S1 -0.782 1.464 -1.450  0.148
H1 -0.675 -1.903 0.993  0.031
H2 1.146 -1.374 1.604  0.033
H3 0.541 2.151 -1.586  0.165

## Properties
Max |F|: 0.0518 Eh/bohr
Energy above the lowest of the compared OMol25 structures with the same formula, charge and spin: 377.9 kJ/mol
LUMO level (spin up / spin down): -1.4 / -0.8 eV



Entry 18:
DFT (wB97M-V/def2-TZVPD) results for H3ORu as an isolated structure.

Each line ends with the Mulliken charge.
Positions of all 5 atoms, in Å:
Ru1 -0.106 -0.561 -1.089  1.428
O1 -0.094 -0.151 0.786  -0.658
H1 0.387 -0.638 1.464  0.444
H2 0.174 0.876 0.859  0.498
H3 0.126 1.169 -1.177  0.288

## Properties
Max |F|: 0.0823 Eh/bohr
Energy above the lowest of the compared OMol25 structures with the same formula, charge and spin: 32.0 kJ/mol
Multiplicity: 6
Total charge: +2
⟨S²⟩: 8.754
LUMO level (spin up / spin down): -12.5 / -15.6 eV



Entry 19:
DFT (wB97M-V/def2-TZVPD) results for a 2-piece molecular cluster, H3OS2 overall.

Each line ends with the Mulliken charge.
Positions of all 6 atoms, in Å:
O1 1.220 2.617 1.300  -0.659
H1 0.989 1.680 1.289  0.344
S1 -1.333 -0.628 0.040  -0.691
S2 0.563 -0.763 -0.786  -0.365
H2 0.965 2.918 0.423  0.310
H3 1.299 -1.535 0.020  0.061

## Properties
Max |F|: 0.0136 Eh/bohr
Energy above the lowest of the compared OMol25 structures with the same formula, charge and spin: 24.2 kJ/mol
Total charge: -1
LUMO level: 3.8 eV



Entry 20:
DFT (wB97M-V/def2-TZVPD) results for H3PS in the gas phase.

Each line ends with the Mulliken charge.
Positions of all 5 atoms, in Å:
P1 0.801 -0.165 -0.334  -0.092
S1 -1.201 0.474 -0.405  -0.192
H1 0.579 -0.664 1.097  0.089
H2 1.289 1.070 0.209  0.074
H3 -1.468 -0.714 -0.566  0.122

## Properties
Max |F|: 0.0790 Eh/bohr
Energy above the lowest of the compared OMol25 structures with the same formula, charge and spin: 53.2 kJ/mol
SMILES: PS
LUMO level: 0.8 eV